(1)
Entry from the Open Molecules 2025 dataset: one molecule with the formula C3H4N2O (ωB97M-V/def2-TZVPD).

Each line ends with the natural charge from an NBO analysis.
Positions of all 10 atoms, in Å:
O  -0.23  -0.93  1.82  -0.675
C  0.19  -0.40  0.62  0.122
C  -0.76  0.00  -0.46  -0.242
C  -0.10  0.94  -1.15  -0.092
N  1.13  1.28  -0.49  -0.161
N  1.25  0.64  0.58  -0.121
H  -0.75  -0.29  2.32  0.479
H  0.87  -1.15  0.19  0.234
H  -1.73  -0.44  -0.67  0.238
H  -0.34  1.44  -2.07  0.218

Summary:
* 2S+1: 1
* ΔE to the lowest compared entry with this formula, charge and spin: 264.44 kJ/mol
* SMILES string: O[C@H]1C=CN=N1
* HOMO-LUMO gap: 9.461 eV

***

(2)
Entry from the Open Molecules 2025 dataset: one molecule with the formula C3H4N2O (ωB97M-V/def2-TZVPD).

Each line ends with the natural charge from an NBO analysis.
Positions of all 10 atoms, in Å:
O  -0.92  -1.77  -1.24  -0.568
C  -0.61  -0.85  -0.51  0.597
C  -0.34  -0.85  0.98  -0.002
N  0.34  0.16  1.36  -0.338
C  0.58  0.98  0.17  -0.091
N  -0.33  0.46  -0.84  -0.620
H  -0.61  -1.66  1.65  0.211
H  1.61  0.81  -0.15  0.199
H  0.45  2.04  0.40  0.206
H  -0.18  0.68  -1.82  0.406

Summary:
* 2S+1: 1
* ΔE to the lowest compared entry with this formula, charge and spin: 64.84 kJ/mol
* SMILES string: O=C1C=NCN1
* HOMO-LUMO gap: 10.386 eV

***

(3)
Entry from the Open Molecules 2025 dataset: one molecule with the formula C3H4N2O (ωB97M-V/def2-TZVPD).

Each line ends with the natural charge from an NBO analysis.
Positions of all 10 atoms, in Å:
C  -1.18  1.07  -1.34  -0.131
N  -0.17  1.52  -0.64  -0.213
N  0.14  0.79  0.46  -0.131
C  0.59  -0.37  0.25  -0.084
C  0.92  -1.13  1.44  0.356
O  0.98  -0.59  2.55  -0.472
H  -1.44  1.66  -2.22  0.197
H  -1.85  0.14  -1.04  0.179
H  0.83  -0.90  -0.70  0.184
H  1.20  -2.20  1.25  0.115

Summary:
* 2S+1: 1
* ΔE to the lowest compared entry with this formula, charge and spin: 327.07 kJ/mol
* SMILES string: C=N/N=C/C=O
* HOMO-LUMO gap: 9.657 eV